The following is a DFT calculation (wB97M-V/def2-TZVPD) of a molecular structure, C3H16N2O3 at a distorted geometry.

E_LUMO: -4.49 eV
E: -458.8682 Ha
Kohn-Sham gap: 4.502 eV
HOMO level: -8.990 eV

Each line ends with the Löwdin charge.
CARTESIAN COORDINATES (ANGSTROEM)
N 3.80054 -0.15623 -0.08774  0.075
C 1.08650 1.85969 0.47169  -0.085
C 0.17798 0.63302 0.61098  -0.225
C 0.46308 -0.44545 -0.46144  -0.230
N 1.59586 -1.24503 -0.16857  0.182
H 4.36226 -0.18947 -0.93254  0.028
H 2.11135 1.51706 0.55034  0.037
H 0.89482 2.58366 1.26177  0.078
H 0.91437 2.31535 -0.50816  0.081
H -0.87140 0.87682 0.48930  0.078
H 0.36152 0.19697 1.59418  0.117
H -0.42160 -1.06526 -0.74464  0.134
H 0.76985 0.16918 -1.34231  0.181
H 2.70822 -0.67317 -0.16880  -0.022
H 1.66857 -1.92941 -0.92881  0.117
H -2.36225 0.68388 -2.60819  0.011
H -2.07852 -0.13605 -1.26588  -0.018
O -1.68345 0.40850 -2.01698  -0.109
H -2.48191 -0.22831 1.08744  -0.035
H -3.01396 -1.70524 -0.50163  -0.016
O -2.35816 -1.18381 -0.05164  -0.288
H 4.22833 -0.56367 0.74012  0.039
H -3.08892 0.03184 2.51780  0.002
O -2.44297 0.37455 1.91855  -0.131

Forces on the atoms, in the same order (eV/Å):
N -1.737 0.469 -0.189
C -0.466 -0.430 -0.320
C 0.421 -0.753 -0.231
C 2.710 1.588 2.086
N -3.049 -0.727 -0.636
H 0.041 -0.511 0.191
H 0.336 0.228 -0.089
H -0.113 -0.001 -0.089
H 0.192 0.200 0.117
H 0.037 0.206 0.215
H -0.419 -0.100 -0.012
H -0.654 -0.569 -0.308
H -0.784 -0.467 -0.741
H 2.778 1.334 0.677
H 0.105 -0.208 0.042
H -0.837 0.235 -0.439
H -0.131 0.225 -0.352
O 0.879 -0.219 0.546
H -0.200 0.292 1.032
H -0.395 -0.470 -0.191
O 1.276 0.255 -0.484
H 0.151 -0.409 -0.424
H -0.570 -0.298 0.483
O 0.428 0.132 -0.885

The following is a DFT calculation (wB97M-V/def2-TZVPD) of 4 unconnected molecules or ions with the total composition C3H16NO3 at a distorted geometry.

E_LUMO: -2.78 eV
total charge: +1
E: -404.0922 Ha
Kohn-Sham gap: 11.687 eV
HOMO level: -14.465 eV

Each line ends with the Löwdin charge.
CARTESIAN COORDINATES (ANGSTROEM)
C -2.62786 0.62306 -1.21743  -0.101
C -1.63783 0.03447 -0.24109  -0.172
N -0.41937 -0.54491 -1.06071  -0.001
C 0.03983 -1.83344 -0.50211  -0.052
H -2.80670 -0.18839 -2.00506  0.100
H -3.54429 1.11174 -0.99694  0.059
H -2.07501 1.57679 -1.79963  0.143
H -1.19800 0.68369 0.50286  0.112
H -2.20784 -0.88460 0.31494  0.179
H 0.42838 0.04137 -1.05888  0.112
H -0.67002 -0.60846 -2.08713  0.181
H 1.00755 -2.07792 -0.66499  0.060
H -0.64233 -2.61732 -0.74185  0.095
H 0.04309 -1.76957 0.65387  0.112
H 1.38236 -0.51725 2.46287  0.016
H 2.26794 -0.29694 1.14884  0.106
O 1.33583 -0.47769 1.50818  -0.089
H 1.31931 2.27724 -2.04907  0.018
H 2.03151 1.38805 -3.02075  0.105
O 1.41506 1.37652 -2.22989  -0.039
H 1.60984 1.32596 4.71519  0.054
H 2.92739 0.81950 4.07225  0.054
O 2.02115 0.55812 4.29652  -0.055

Forces on the atoms, in the same order (eV/Å):
C 2.890 1.625 -3.913
C -1.221 -2.405 0.639
N -0.540 -0.016 -0.239
C -3.061 -0.037 3.587
H -0.089 1.272 0.903
H -0.788 -0.242 1.236
H -1.162 -2.591 1.193
H -0.057 0.140 0.091
H 1.904 2.024 -1.297
H -0.643 0.638 0.079
H 0.183 -0.039 1.443
H 2.957 -0.469 -1.393
H -0.378 -0.503 -0.588
H -0.334 0.187 -2.148
H 0.413 0.346 0.659
H -2.019 -0.400 1.265
O 1.966 0.604 -1.538
H -0.365 2.341 0.666
H -1.039 -0.299 1.361
O 1.378 -2.087 -1.942
H 0.192 -0.154 -0.088
H -0.355 0.037 0.270
O 0.169 0.026 -0.245